1.
{"formula": "C24H44Cl8N4", "method": "wB97M-V/def2-TZVPD", "symbols": ["C", "C", "C", "C", "N", "H", "H", "H", "H", "H", "H", "H", "C", "C", "C", "C", "N", "H", "H", "H", "H", "H", "H", "H", "C", "C", "C", "C", "N", "H", "H", "H", "H", "H", "H", "H", "C", "C", "C", "C", "N", "H", "H", "H", "H", "H", "H", "H", "Cl", "C", "C", "Cl", "H", "H", "H", "H", "Cl", "C", "C", "Cl", "H", "H", "H", "H", "Cl", "C", "C", "Cl", "H", "H", "H", "H", "Cl", "C", "C", "Cl", "H", "H", "H", "H"], "xyz": [[24.71293, 7.13558, 27.81870], [23.31488, 7.65616, 27.53918], [23.17557, 9.10592, 27.99057], [24.32215, 10.00521, 27.56206], [25.21003, 10.64037, 27.22105], [24.76956, 6.04818, 27.76904], [25.08334, 7.37870, 28.81458], [25.54722, 7.55272, 27.25473], [22.54764, 7.10511, 28.08303], [23.02141, 7.47926, 26.50444], [23.14604, 9.07850, 29.07984], [22.19404, 9.50525, 27.73514], [26.17874, 3.49082, 31.95348], [26.40854, 4.79585, 31.09262], [27.23041, 4.64685, 29.89185], [26.48177, 3.74696, 28.96958], [25.89736, 3.09965, 28.24553], [27.13898, 3.14330, 32.33463], [25.63903, 2.66285, 31.49382], [25.58326, 3.63743, 32.85460], [26.78102, 5.69191, 31.58905], [25.41896, 5.17113, 30.83186], [28.23239, 4.21781, 29.89894], [27.37299, 5.61540, 29.41261], [26.97693, 9.43024, 31.27220], [25.76625, 9.55512, 32.31631], [25.43553, 8.28495, 32.91934], [26.44099, 7.80879, 33.86722], [27.24105, 7.45642, 34.62891], [27.10565, 10.36571, 30.72775], [26.77465, 8.67376, 30.51397], [27.95032, 9.26814, 31.73515], [24.84281, 9.92026, 31.86686], [25.90758, 10.33234, 33.06734], [25.02734, 7.55509, 32.22021], [24.66228, 8.51364, 33.65275], [17.62436, 8.78716, 36.11678], [17.66361, 7.40224, 36.78733], [17.88618, 6.20983, 35.84168], [19.05658, 6.56467, 34.98391], [19.98483, 6.85661, 34.29536], [17.49322, 9.43167, 36.98598], [16.88817, 8.83912, 35.31464], [18.55407, 9.12302, 35.65749], [16.72072, 7.19328, 37.29269], [18.45532, 7.22328, 37.51484], [16.97927, 5.90932, 35.31696], [18.10838, 5.31369, 36.42103], [22.79393, 6.35276, 30.88645], [21.64650, 4.95779, 30.54026], [20.17995, 5.23292, 31.06253], [19.22202, 3.76623, 30.92991], [21.92189, 4.05783, 31.09013], [21.70751, 4.65008, 29.49638], [19.74328, 6.05875, 30.50091], [20.20677, 5.55068, 32.10484], [16.94164, 7.97940, 29.96731], [17.51013, 8.23717, 31.64442], [16.25032, 8.76490, 32.46900], [16.25290, 10.50743, 32.70887], [18.36759, 8.89088, 31.80427], [17.76453, 7.21701, 31.93190], [16.43981, 8.30058, 33.43678], [15.26686, 8.49834, 32.08190], [15.71447, 1.05282, 26.32251], [17.13372, 1.08254, 27.35282], [17.09207, 2.24333, 28.25705], [17.44482, 3.83995, 27.55536], [17.95928, 1.18201, 26.64808], [17.27759, 0.13824, 27.87789], [17.79281, 2.10857, 29.08101], [16.11345, 2.31084, 28.73230], [20.72748, 1.09754, 27.41323], [22.33169, 1.52824, 28.06887], [22.21780, 1.36899, 29.52802], [22.23694, -0.47790, 29.82541], [22.56693, 2.56335, 27.82132], [23.14493, 0.89144, 27.72067], [21.28457, 1.77448, 29.91889], [22.98884, 1.95058, 30.03333]], "charge": -1, "homo_energy_ev": [0.2, -7.9], "homo_lumo_gap_ha": [0.0695, 0.3629], "largest_force_ev_per_a": 4.8, "relative_energy_kcal_mol": 3.9, "energy_ha": -4841.3196, "spin_multiplicity": 2, "lumo_energy_ev": [2.07, 2.01]}

=====

2.
{"formula": "C24H44N2O15", "method": "wB97M-V/def2-TZVPD", "symbols": ["C", "C", "C", "O", "C", "O", "O", "H", "H", "H", "H", "H", "H", "C", "O", "C", "O", "O", "C", "H", "H", "H", "H", "H", "H", "C", "O", "C", "O", "O", "C", "H", "H", "H", "H", "H", "H", "C", "O", "C", "O", "O", "C", "H", "H", "H", "H", "H", "H", "C", "O", "C", "O", "O", "C", "H", "H", "H", "H", "H", "H", "C", "C", "C", "C", "N", "H", "H", "H", "H", "H", "H", "H", "C", "C", "C", "C", "N", "H", "H", "H", "H", "H", "H", "H"], "xyz": [[14.80400, 19.37800, -3.00500], [13.81400, 20.56800, -2.91900], [13.39600, 21.11500, -1.58000], [13.73000, 22.46300, -1.61800], [14.24500, 22.82500, -2.78000], [14.53600, 23.93900, -3.14900], [14.38600, 21.68800, -3.53400], [15.61500, 19.39700, -2.31200], [15.24000, 19.33200, -3.98700], [14.25500, 18.46500, -2.88100], [13.00000, 20.22600, -3.57400], [13.81100, 20.52700, -0.73800], [12.32900, 20.97600, -1.33800], [11.76900, 25.12100, -2.15300], [11.11500, 25.95200, -1.27600], [11.43300, 25.96000, -0.00500], [12.34200, 25.00600, 0.54300], [10.68500, 26.85000, 0.62600], [10.81100, 26.87600, 2.03600], [11.71900, 24.01100, -1.70100], [12.85500, 25.37200, -2.12200], [11.36100, 25.11200, -3.15100], [10.84000, 25.86700, 2.38600], [10.04500, 27.42800, 2.57800], [11.82900, 27.29300, 2.26200], [6.31900, 22.41900, -3.54300], [6.74000, 23.39900, -4.43200], [7.79900, 24.10100, -4.12000], [8.60900, 23.84800, -2.97300], [8.03500, 25.02300, -5.00100], [9.24500, 25.70600, -4.87000], [6.41900, 22.73100, -2.47400], [6.98100, 21.58000, -3.58400], [5.27000, 22.20200, -3.71900], [9.21400, 26.67600, -5.40200], [10.10500, 25.10900, -5.19900], [9.43900, 25.99500, -3.84000], [10.03800, 21.29700, -3.58400], [10.91600, 22.40400, -3.94300], [11.72400, 22.27300, -5.02900], [11.88500, 21.02600, -5.72600], [12.45300, 23.36500, -5.29100], [13.22800, 23.50900, -6.44600], [10.58100, 20.27700, -3.63200], [9.15700, 21.28000, -4.24800], [9.75500, 21.50600, -2.59800], [14.04000, 24.22400, -6.33500], [12.68500, 23.75800, -7.37800], [13.64300, 22.52000, -6.70100], [10.25300, 18.03400, 1.73400], [10.25900, 19.41400, 2.01300], [10.43100, 20.25200, 1.03600], [10.59200, 19.88900, -0.33900], [10.42800, 21.53200, 1.44900], [10.59400, 22.58300, 0.60200], [9.86300, 17.72000, 0.77400], [9.82900, 17.52700, 2.61200], [11.30600, 17.72400, 1.72200], [10.31400, 23.47700, 1.13700], [10.00100, 22.50900, -0.24500], [11.62800, 22.64000, 0.34700], [12.19000, 21.81400, 3.83200], [11.40500, 22.93000, 4.39200], [12.20500, 24.24100, 4.59400], [11.18000, 25.21600, 4.91000], [10.35700, 25.97800, 5.17800], [11.59600, 20.84000, 3.78900], [13.10300, 21.69900, 4.34400], [12.57100, 22.00000, 2.80600], [11.00800, 22.71100, 5.37600], [10.55400, 23.19300, 3.73700], [12.74500, 24.59700, 3.69400], [12.98300, 24.24900, 5.34800], [6.88000, 27.52600, -0.65300], [6.59800, 26.00400, -0.67100], [7.75000, 25.14700, -0.18100], [7.89600, 25.19700, 1.28400], [7.95200, 25.29100, 2.45500], [7.04300, 27.92700, 0.34700], [6.12000, 28.07000, -1.12200], [7.71200, 27.80200, -1.23400], [6.39200, 25.80400, -1.71200], [5.60300, 25.70000, -0.18300], [8.76100, 25.41600, -0.64800], [7.56200, 24.08800, -0.30600]], "charge": 0, "homo_energy_ev": -10.1, "homo_lumo_gap_ha": 0.3857, "largest_force_ev_per_a": 8.8, "relative_energy_kcal_mol": 0.0, "energy_ha": -2178.7764, "smiles": "C[C@H]1COC(=O)O1.COC(=O)OC.COC(=O)OC.COC(=O)OC.COC(=O)OC.CCCC#N.CCCC#N", "lumo_energy_ev": 0.40}

=====

3.
{"formula": "C24H45AsF15O14V", "method": "wB97M-V/def2-TZVPD", "symbols": ["O", "V", "O", "As", "F", "F", "F", "F", "F", "F", "C", "O", "C", "C", "O", "C", "H", "H", "H", "H", "H", "H", "H", "H", "H", "H", "C", "O", "C", "C", "O", "C", "H", "H", "H", "H", "H", "H", "H", "H", "H", "H", "C", "O", "C", "C", "O", "C", "H", "H", "H", "H", "H", "H", "H", "H", "H", "H", "C", "C", "O", "C", "O", "C", "F", "F", "F", "H", "H", "H", "H", "H", "C", "C", "O", "C", "O", "C", "F", "F", "F", "H", "H", "H", "H", "H", "C", "C", "O", "C", "O", "C", "F", "F", "F", "H", "H", "H", "H", "H"], "xyz": [[-18.09227, 5.38142, -16.84462], [-17.55424, 4.44506, -17.99826], [-18.86154, 3.77057, -18.67277], [-17.85695, 1.14014, -16.00907], [-18.07516, 0.55017, -17.63075], [-18.57674, -0.27529, -15.27517], [-17.51230, 1.81847, -14.42724], [-17.25272, 2.67274, -16.65770], [-19.46743, 1.80321, -15.99387], [-16.29844, 0.34560, -15.89745], [-14.03787, -4.76208, -18.29322], [-14.14837, -3.35224, -18.38820], [-15.44095, -2.96218, -18.85566], [-15.38189, -1.44077, -19.07144], [-15.42263, -1.07296, -20.44440], [-14.23833, -1.28012, -21.17666], [-14.28700, -5.19607, -19.26141], [-14.68994, -5.08888, -17.47036], [-13.09082, -5.10867, -17.87699], [-16.19305, -3.18089, -18.09270], [-15.67660, -3.51687, -19.76653], [-14.48336, -1.00862, -18.61955], [-16.22012, -0.95127, -18.57639], [-14.31742, -2.27464, -21.63250], [-13.34841, -1.23125, -20.54401], [-14.10393, -0.60863, -22.02624], [-16.63154, 1.94625, -19.93124], [-16.22006, 3.04396, -19.09543], [-14.88136, 3.01453, -18.57906], [-14.52602, 4.40777, -18.03430], [-15.48323, 4.85310, -17.07978], [-15.16586, 6.07750, -16.41945], [-16.92545, 1.10098, -19.31902], [-15.88804, 1.58683, -20.64165], [-17.49754, 2.31520, -20.47308], [-14.13799, 2.82027, -19.35686], [-14.84964, 2.15816, -17.90975], [-14.50055, 5.18295, -18.80833], [-13.48961, 4.29497, -17.70282], [-15.08376, 6.93586, -17.08947], [-14.18361, 5.92587, -15.96410], [-15.87926, 6.26231, -15.62280], [-18.47828, -3.32672, -16.37762], [-17.24941, -3.88354, -15.94544], [-16.49822, -3.05322, -15.08825], [-17.07659, -2.85381, -13.69576], [-17.22349, -4.12697, -13.06101], [-16.01354, -4.60580, -12.53472], [-19.23313, -3.38843, -15.58522], [-18.91464, -3.89985, -17.19406], [-18.40537, -2.26546, -16.62270], [-16.36645, -2.06168, -15.54880], [-15.43386, -3.29178, -15.03480], [-18.06771, -2.40470, -13.75037], [-16.45939, -2.17387, -13.10129], [-15.32547, -4.88333, -13.33691], [-16.25808, -5.49712, -11.95065], [-15.52870, -3.97996, -11.77570], [-21.11847, 4.42060, -15.43753], [-20.34069, 4.74139, -14.13605], [-19.63875, 5.97088, -14.33799], [-20.20488, 7.11386, -13.98190], [-21.33103, 7.25416, -13.61867], [-19.21101, 8.27454, -13.92551], [-18.11394, 8.02518, -14.63071], [-19.80573, 9.35903, -14.43807], [-18.89562, 8.54817, -12.66637], [-20.44862, 4.38858, -16.29521], [-21.86736, 5.17612, -15.67848], [-21.60882, 3.44871, -15.39510], [-19.59385, 3.95745, -14.01604], [-20.93965, 4.68721, -13.22918], [-13.04194, -2.24714, -15.59292], [-12.38887, -0.90580, -15.92934], [-12.78322, 0.16959, -15.09228], [-13.06719, 1.31744, -15.69350], [-12.78478, 1.61540, -16.81283], [-13.66623, 2.34905, -14.72932], [-12.71902, 3.26640, -14.44598], [-14.64728, 3.00705, -15.32562], [-14.07046, 1.78770, -13.60763], [-13.83634, -2.37793, -16.32766], [-13.36811, -2.28264, -14.55561], [-12.30810, -3.03190, -15.76705], [-12.45673, -0.72691, -17.00342], [-11.31004, -1.07636, -15.84021], [-21.30184, -0.82422, -17.85867], [-22.65526, -0.89093, -17.21473], [-23.21069, 0.37519, -16.84514], [-23.87754, 1.06829, -17.77077], [-24.00274, 0.72172, -18.90389], [-24.40122, 2.43301, -17.33371], [-25.69216, 2.54130, -17.61246], [-24.25540, 2.63316, -16.00946], [-23.68382, 3.38465, -17.93094], [-21.23662, -0.11375, -18.68204], [-21.00896, -1.80482, -18.24308], [-20.48868, -0.60677, -17.16621], [-22.62438, -1.39834, -16.24912], [-23.38762, -1.46253, -17.78927]], "charge": 0, "homo_energy_ev": -9.2, "homo_lumo_gap_ha": 0.2431, "largest_force_ev_per_a": 4.0, "relative_energy_kcal_mol": 0.0, "energy_ha": -6672.6188, "lumo_energy_ev": -2.59}